Here is 11 unconnected molecules or ions with the total composition C11H44O11 from OMol25. Energies are from ωB97M-V with the def2-TZVPD basis set.

Each line ends with the Mulliken charge.
Cartesian coordinates (Å):
C -2.241 3.422 0.745  -0.192
O -2.609 4.534 -0.051  -0.539
H -1.168 3.509 0.908  0.105
H -2.773 3.415 1.700  0.299
H -2.409 2.479 0.214  -0.002
H -3.498 4.385 -0.383  0.300
C 1.667 3.180 -2.040  -0.349
O 2.781 3.849 -1.433  -0.541
H 1.557 2.155 -1.670  -0.038
H 0.734 3.710 -1.823  0.290
H 1.817 3.166 -3.113  0.315
H 2.504 4.149 -0.565  0.288
C 4.482 1.450 -0.599  -0.358
O 5.224 0.953 0.481  -0.592
H 5.147 1.507 -1.462  0.355
H 3.629 0.816 -0.853  0.025
H 4.133 2.485 -0.438  0.211
H 4.613 0.796 1.213  0.396
C 2.226 1.719 2.717  -0.462
O 3.242 0.733 2.571  -0.470
H 1.642 1.704 1.796  -0.082
H 1.565 1.600 3.575  0.308
H 2.644 2.734 2.770  0.416
H 3.761 0.674 3.381  0.234
C 0.607 -0.585 -0.279  -0.067
O -0.301 0.526 -0.232  0.714
H 1.612 -0.280 0.026  -0.210
H 0.265 -1.415 0.339  -0.125
H 0.682 -0.901 -1.320  0.206
H -0.719 0.572 0.639  -0.160
C -2.533 1.017 -2.599  -0.344
O -1.221 1.545 -2.615  -0.550
H -2.736 0.548 -1.632  -0.046
H -3.280 1.807 -2.759  0.318
H -2.671 0.285 -3.397  0.217
H -0.860 1.414 -1.726  0.252
C 0.038 -4.270 -0.363  -0.231
O -0.359 -4.381 1.008  -0.553
H 1.114 -4.404 -0.466  0.320
H -0.452 -5.054 -0.947  0.365
H -0.252 -3.301 -0.768  -0.241
H -1.027 -5.064 1.085  0.310
C -3.164 -2.168 -0.399  -0.137
O -4.274 -2.236 -1.263  -0.524
H -2.645 -3.131 -0.290  0.261
H -2.442 -1.431 -0.739  -0.269
H -3.463 -1.904 0.627  0.354
H -4.966 -2.737 -0.825  0.299
C 1.304 -2.269 2.705  -0.034
O 2.541 -2.044 2.077  -0.547
H 0.832 -3.131 2.233  0.071
H 1.407 -2.442 3.784  0.311
H 0.609 -1.417 2.580  -0.121
H 2.761 -1.106 2.156  0.406
C -1.386 1.232 3.453  -0.813
O -1.408 0.476 2.275  -0.433
H -2.345 1.712 3.685  0.281
H -1.087 0.645 4.323  0.355
H -0.694 2.068 3.346  0.243
H -1.708 -0.413 2.485  0.178
C -1.187 -2.698 -3.659  -0.197
O -0.357 -2.843 -4.809  -0.544
H -2.138 -2.205 -3.897  0.260
H -1.416 -3.604 -3.091  0.240
H -0.636 -2.008 -3.017  -0.018
H -0.714 -3.530 -5.378  0.287

Properties
Structure (SMILES): CO.CO.CO.CO.CO.CO.CO.CO.CO.CO.CO
Calculated total energy (Eh): -1272.92610
HOMO-LUMO gap (eV): 9.325
Charge: 0

Here is 2 unconnected molecules or ions with the total composition C3H10NOS from OMol25. Energies are from ωB97M-V with the def2-TZVPD basis set.

Each line ends with the Mulliken charge.
Cartesian coordinates (Å):
C -3.440 -0.866 -0.348  -0.684
S -2.788 0.001 1.097  -0.146
C -1.112 0.669 0.509  -0.736
H -2.640 -1.632 -0.527  0.230
H -3.692 -0.143 -1.299  0.200
H -4.399 -1.382 -0.103  0.262
H -0.479 -0.266 0.639  0.331
H -1.117 1.228 -0.464  0.262
H -0.682 1.404 1.222  0.260
N 3.451 0.618 -0.712  -0.845
C 2.713 -0.255 0.386  -0.510
O 1.416 -0.101 0.166  -0.761
H 3.118 0.349 -1.592  0.279
H 3.151 1.555 -0.449  0.255
H 3.240 -1.155 0.124  0.323
H 3.259 -0.023 1.350  0.280

Properties
Calculated total energy (Eh): -648.42090
HOMO-LUMO gap (eV): 6.051
Charge: -1

Q: Among the records above, which one has the highest HOMO-LUMO gap?
A: C11H44O11